Computed, not measured: a 6-piece molecular cluster, C31H43ClN3O26S5 overall at a distorted geometry, with ωB97M-V/def2-TZVPD.

Computed properties:
LUMO level	-4.682	eV
electronic energy	-5778.17324	Eh
Kohn-Sham gap	6.74	eV
E_HOMO	-11.420	eV

Geometry as ORCA input:
```
! RIJCOSX wB97M-V def2-TZVPD def2/J DEFGRID3
* xyz 1 1
C 1.3302 8.4649 2.5470
C 1.1226 7.2177 2.0631
O -0.1377 6.6062 2.1352
C -0.0176 5.2646 2.4113
O 0.4797 4.9150 3.4324
C -0.4870 4.2225 1.4112
C -0.2597 4.3101 0.0169
C 0.4455 5.5026 -0.5740
C 0.3507 5.6676 -2.1088
O 1.6030 6.1490 -2.5878
C -0.7270 6.7189 -2.4799
N -0.6420 7.1348 -3.8765
C -0.6985 3.2569 -0.7429
N -1.3186 2.1861 -0.2290
C -1.6782 1.0873 -1.1879
C -0.3805 0.5872 -1.7855
C 0.4961 -0.0610 -0.9266
C 1.7303 -0.5179 -1.3669
C 2.0389 -0.3077 -2.7066
C 1.1616 0.3339 -3.5745
C 1.5889 0.5420 -5.0079
C -0.0704 0.7994 -3.1221
C -1.5805 2.1167 1.0770
O -2.2322 1.0172 1.5099
N -3.7326 1.1963 1.2980
O -4.1999 0.1993 1.0246
C -1.1750 3.1300 1.9528
C -1.4975 2.9718 3.4166
C -2.6184 3.8838 3.9066
O -2.4790 4.6098 4.8121
Cl -4.1775 3.7842 3.0700
H 1.1434 8.6579 3.5980
H 1.6536 9.2364 1.8600
H 1.9501 6.6238 1.6845
H 0.0702 6.4200 -0.1340
H 1.5073 5.4377 -0.3340
H 0.1838 4.7440 -2.6575
H 1.8959 6.8863 -2.0419
H -1.7095 6.2724 -2.2978
H -0.5886 7.5928 -1.8434
H 0.0644 7.8486 -3.9733
H -0.3595 6.3312 -4.4229
H -0.5243 3.2374 -1.8047
H -2.1889 0.2846 -0.6770
H -2.2979 1.5180 -1.9709
H 0.2597 -0.1996 0.1244
H 2.4321 -0.9934 -0.6963
H 2.9863 -0.6510 -3.1010
H 2.6387 0.8292 -5.0107
H 1.0502 1.3845 -5.4411
H 1.4121 -0.3299 -5.6321
H -0.7647 1.3207 -3.7646
H -0.6608 3.1510 4.0732
H -1.8337 1.9562 3.6206
C 1.4662 -3.2497 3.0901
C 2.7262 -3.0219 3.8883
O 3.7837 -3.4125 2.9927
S 3.3725 -3.0770 1.4906
O 3.9441 -1.8282 1.1179
O 3.5416 -4.2424 0.7043
O 1.8064 -2.8452 1.7435
H 1.1945 -4.3011 3.0744
H 0.6289 -2.6615 3.4592
H 2.7563 -3.6145 4.7976
H 2.8618 -1.9693 4.1376
C 1.8535 3.0960 5.6291
C 2.5408 2.4752 4.4331
O 3.2949 1.3896 4.9781
S 2.5162 0.7727 6.2388
O 1.7764 -0.3606 5.8060
O 3.4076 0.7123 7.3324
O 1.4852 1.9822 6.4533
H 2.5344 3.7349 6.1943
H 0.9731 3.6639 5.3532
H 3.1950 3.1717 3.9167
H 1.8156 2.0638 3.7235
C -2.9499 -3.1791 -2.6733
C -3.4690 -3.5875 -4.0306
O -3.4504 -2.3697 -4.8024
S -2.2324 -1.4609 -4.3258
O -1.1383 -1.6503 -5.2065
O -2.7370 -0.1643 -4.0241
O -1.9144 -2.2223 -2.9559
H -3.7232 -2.6822 -2.0821
H -2.5473 -4.0186 -2.1142
H -4.4753 -3.9949 -3.9912
H -2.8044 -4.3029 -4.5069
C -0.1360 -6.3430 -6.8643
C 1.1889 -6.6642 -6.2069
O 0.9760 -6.3637 -4.8183
S -0.5389 -6.6776 -4.4296
O -0.6160 -7.9556 -3.8272
O -1.0834 -5.5259 -3.7971
O -1.1230 -6.7777 -5.9146
H -0.2563 -5.2687 -7.0170
H -0.2706 -6.8604 -7.8098
H 2.0077 -6.0700 -6.6013
H 1.4341 -7.7242 -6.2933
C -1.6495 -8.0544 3.4054
C -1.9474 -6.6794 2.8478
O -1.6071 -5.7808 3.9152
S -0.3820 -6.3880 4.7538
O 0.8252 -5.7951 4.2906
O -0.7296 -6.3911 6.1236
O -0.4555 -7.8760 4.1793
H -2.4426 -8.3979 4.0718
H -1.4858 -8.7935 2.6264
H -2.9895 -6.5563 2.5677
H -1.3097 -6.4503 1.9910
*
```